{"formula": "C5H11NO2", "method": "the ωB97M-V functional and the def2-TZVPD basis", "elements": ["C", "N", "C", "O", "C", "C", "C", "O", "H", "H", "H", "H", "H", "H", "H", "H", "H", "H", "H"], "xyz": [[-0.927, 0.152, -0.607], [-1.746, 1.361, -0.716], [-1.249, 2.618, -0.735], [-1.936, 3.621, -0.735], [0.041, 0.148, 0.588], [1.217, -0.795, 0.362], [0.777, -2.248, 0.223], [2.120, -0.729, 1.470], [-1.628, -0.652, -0.464], [-0.335, 0.075, -1.517], [-2.742, 1.292, -0.599], [-0.147, 2.685, -0.811], [-0.463, -0.068, 1.528], [0.453, 1.153, 0.716], [1.739, -0.507, -0.555], [-0.281, -2.418, 0.034], [0.988, -2.783, 1.151], [1.263, -2.783, -0.591], [2.856, -0.124, 1.258]], "lowdin_charge": [-0.179, 0.024, -0.379, 0.008, -0.151, -0.443, -0.040, -0.049, 0.111, 0.122, 0.138, 0.135, 0.127, 0.103, 0.138, 0.067, 0.086, 0.077, 0.103], "e_homo_ev": -9.726, "de_lowest_kcal_mol": 21.8, "orbital_gap_ha": 0.38166, "charge": 0, "smiles": "C[C@H](O)CCNC=O"}

{"formula": "C2H4Cl3O", "method": "the ωB97M-V functional and the def2-TZVPD basis", "elements": ["H", "C", "C", "Cl", "Cl", "Cl", "H", "H", "O", "H"], "xyz": [[-0.215, 1.860, 4.884], [0.993, 5.420, 3.980], [0.721, 6.127, 5.199], [0.850, 7.977, 5.029], [-0.944, 5.627, 5.738], [1.867, 5.508, 6.427], [2.025, 5.300, 3.636], [0.135, 5.006, 3.461], [-0.007, 0.914, 4.692], [0.977, 0.892, 4.826]], "lowdin_charge": [0.036, -0.136, -1.584, 0.506, 0.535, 0.558, 0.071, 0.053, -0.093, 0.054], "e_homo_ev": [-9.664, -11.302], "de_lowest_kcal_mol": 3.7, "multiplicity": 2, "orbital_gap_ha": [0.36329, 0.36562], "charge": 0}

{"formula": "C6H12O", "method": "the ωB97M-V functional and the def2-TZVPD basis", "elements": ["C", "C", "C", "C", "C", "C", "O", "H", "H", "H", "H", "H", "H", "H", "H", "H", "H", "H", "H"], "xyz": [[1.553, 1.949, 0.802], [1.731, 0.496, 1.233], [-1.221, -0.345, 1.084], [-1.037, -1.361, 0.098], [-2.150, -1.239, -0.996], [-0.754, -1.088, -1.394], [-0.370, 0.178, -1.805], [0.749, 2.052, 0.064], [1.291, 2.579, 1.658], [2.469, 2.353, 0.360], [2.554, 0.386, 1.947], [1.953, -0.160, 0.380], [-1.273, 0.614, 0.526], [0.825, 0.113, 1.722], [-0.855, -2.386, 0.420], [-2.758, -0.341, -0.975], [-2.684, -2.161, -1.199], [-0.277, -1.923, -1.908], [0.563, 0.299, -1.581]], "lowdin_charge": [-0.164, -0.170, 0.119, -0.337, -0.030, -0.352, -0.004, 0.049, 0.069, 0.064, 0.069, 0.063, 0.014, 0.022, 0.114, 0.119, 0.114, 0.150, 0.091], "e_homo_ev": -8.316, "de_lowest_kcal_mol": 115.4, "orbital_gap_ha": 0.31457, "charge": 0}

{"formula": "C19H22BrN5S", "method": "the ωB97M-V functional and the def2-TZVPD basis", "elements": ["Br", "N", "N", "N", "S", "C", "C", "C", "C", "C", "C", "C", "C", "C", "C", "C", "N", "N", "C", "C", "C", "C", "C", "C", "C", "C", "H", "H", "H", "H", "H", "H", "H", "H", "H", "H", "H", "H", "H", "H", "H", "H", "H", "H", "H", "H", "H", "H"], "xyz": [[1.542, -3.399, 0.845], [1.051, -0.552, -1.274], [-2.130, -1.509, 0.260], [-2.548, 0.523, 1.355], [-4.485, -1.295, 1.354], [0.713, 0.550, -0.514], [-2.909, -0.696, 0.976], [-0.943, -0.996, -0.126], [-1.336, 0.977, 0.984], [4.854, -3.178, -3.430], [4.087, -4.323, -3.554], [4.531, -2.216, -2.459], [3.026, -4.605, -2.749], [3.573, -2.590, -1.569], [-0.485, 0.227, 0.250], [2.669, -3.663, -1.778], [-0.049, -1.502, -1.148], [-1.073, 2.296, 1.255], [-5.587, 0.133, 0.869], [1.319, -3.741, -1.084], [0.213, -2.855, -1.704], [-2.117, 3.272, 1.435], [0.039, 2.409, 2.221], [-1.748, 4.801, 1.616], [0.588, 3.817, 2.265], [-0.456, 4.833, 2.576], [1.286, 1.498, -0.482], [5.579, -3.140, -4.207], [4.345, -5.017, -4.402], [5.016, -1.311, -2.361], [2.416, -5.566, -2.871], [3.329, -1.847, -0.795], [-5.777, 0.140, -0.125], [-6.533, -0.163, 1.442], [-5.217, 1.032, 1.183], [0.961, -4.740, -1.283], [-0.714, -3.418, -1.617], [0.499, -2.734, -2.733], [-2.592, 2.752, 2.291], [-2.838, 3.082, 0.547], [-0.349, 2.134, 3.223], [0.836, 1.749, 1.942], [-1.526, 5.214, 0.675], [-2.552, 5.318, 2.162], [1.098, 3.889, 1.252], [1.239, 3.995, 3.111], [0.003, 5.816, 2.594], [-0.852, 4.601, 3.580]], "lowdin_charge": [0.719, 0.110, 0.122, 0.147, 0.900, -0.016, -0.715, -0.226, -0.272, -0.077, -0.121, -0.060, -0.064, -0.084, -0.135, -0.282, -0.051, -0.105, -0.322, -0.603, -0.151, -0.164, -0.167, -0.108, -0.212, -0.204, 0.119, 0.089, 0.122, 0.083, 0.139, 0.083, -0.012, 0.061, -0.014, 0.082, 0.121, 0.120, 0.113, 0.144, 0.138, 0.105, 0.078, 0.107, 0.138, 0.110, 0.102, 0.115], "e_homo_ev": -8.274, "orbital_gap_ha": 0.31734, "charge": 0, "smiles": "CSc1nc(N2CCCCC2)c2cnn(C[C@H](Br)c3ccccc3)c2n1"}

Copy entry 3 word for word.
{"formula": "C6H12O", "method": "the ωB97M-V functional and the def2-TZVPD basis", "elements": ["C", "C", "C", "C", "C", "C", "O", "H", "H", "H", "H", "H", "H", "H", "H", "H", "H", "H", "H"], "xyz": [[1.553, 1.949, 0.802], [1.731, 0.496, 1.233], [-1.221, -0.345, 1.084], [-1.037, -1.361, 0.098], [-2.150, -1.239, -0.996], [-0.754, -1.088, -1.394], [-0.370, 0.178, -1.805], [0.749, 2.052, 0.064], [1.291, 2.579, 1.658], [2.469, 2.353, 0.360], [2.554, 0.386, 1.947], [1.953, -0.160, 0.380], [-1.273, 0.614, 0.526], [0.825, 0.113, 1.722], [-0.855, -2.386, 0.420], [-2.758, -0.341, -0.975], [-2.684, -2.161, -1.199], [-0.277, -1.923, -1.908], [0.563, 0.299, -1.581]], "lowdin_charge": [-0.164, -0.170, 0.119, -0.337, -0.030, -0.352, -0.004, 0.049, 0.069, 0.064, 0.069, 0.063, 0.014, 0.022, 0.114, 0.119, 0.114, 0.150, 0.091], "e_homo_ev": -8.316, "de_lowest_kcal_mol": 115.4, "orbital_gap_ha": 0.31457, "charge": 0}